Formula: C2H8O2
Source: OMol25
Level of theory: ωB97M-V with the def2-TZVPD basis set

## Properties
- ΔE to the lowest compared entry with this formula, charge and spin: 31.0 kcal per mole
- Electronic energy: -6297.068 eV
- Spin multiplicity: 1
- Gap between HOMO and LUMO: 10.76 eV
- SMILES: CO.CO

```
12
C2H8O2, DFT ωB97M-V with the def2-TZVPD basis set
C -1.820 -0.643 0.360
O -1.500 0.395 1.212
H -2.159 1.100 1.284
H -2.388 -0.364 -0.608
H -0.784 -0.905 0.136
H -2.445 -1.363 0.878
C 2.017 0.588 -0.688
O 1.681 -0.721 -0.400
H 0.868 -0.803 0.159
H 1.156 1.264 -0.731
H 2.801 0.823 0.052
H 2.573 0.629 -1.654
```

Formula: C3H6O2S
Source: OMol25
Level of theory: ωB97M-V with the def2-TZVPD basis set

## Properties
- ΔE to the lowest compared entry with this formula, charge and spin: 117.8 kcal per mole
- Electronic energy: -18133.841 eV
- Spin multiplicity: 1
- Gap between HOMO and LUMO: 8.83 eV

```
12
C3H6O2S, DFT ωB97M-V with the def2-TZVPD basis set
C -1.205 0.269 0.790
C 1.011 0.645 0.457
C 0.574 -0.696 -1.451
H -1.017 -0.637 -0.287
H -1.158 -0.612 1.666
H -2.280 0.907 0.741
H 1.789 1.190 0.775
H 1.062 -0.302 1.032
H -0.145 -1.381 -0.745
O -0.150 1.227 0.910
O 0.974 0.468 -0.854
S 0.546 -1.077 -3.034
```

Formula: C15H22FNO3
Source: OMol25
Level of theory: ωB97M-V with the def2-TZVPD basis set

## Properties
- ΔE to the lowest compared entry with this formula, charge and spin: 21.0 kcal per mole
- Electronic energy: -26260.885 eV
- Spin multiplicity: 1
- Gap between HOMO and LUMO: 9.42 eV
- SMILES: Fc1ccc(OCCOCCNC[C@H]2CCCO2)cc1

```
42
C15H22FNO3, DFT ωB97M-V with the def2-TZVPD basis set
F 4.065 -3.218 -2.917
C 3.379 -2.198 -2.355
C 2.490 -1.473 -3.129
C 1.794 -0.435 -2.547
C 1.979 -0.117 -1.199
C 2.878 -0.861 -0.441
C 3.581 -1.903 -1.022
H 4.282 -2.484 -0.444
H 3.048 -0.639 0.600
O 1.252 0.944 -0.749
C 1.245 1.264 0.625
C 0.388 0.294 1.444
O 0.110 0.917 2.680
C -0.650 0.130 3.573
C -2.084 -0.116 3.098
N -2.736 1.160 2.842
H -2.039 1.821 2.512
C -3.859 1.107 1.939
H -4.471 0.248 2.221
C -3.564 1.020 0.428
C -2.767 2.198 -0.159
H -2.033 2.552 0.565
C -2.070 1.577 -1.379
H -2.477 1.956 -2.315
C -2.361 0.070 -1.229
H -1.484 -0.559 -1.392
O -2.795 -0.125 0.099
H -3.155 -0.240 -1.924
H -0.998 1.765 -1.367
H -3.420 3.028 -0.421
H -4.535 0.953 -0.095
H -4.453 2.015 2.091
H -2.081 -0.765 2.213
H -2.633 -0.632 3.894
H -0.151 -0.833 3.754
H -0.665 0.709 4.499
H -0.534 0.087 0.886
H 0.909 -0.662 1.609
H 2.260 1.332 1.031
H 0.790 2.256 0.684
H 1.096 0.153 -3.121
H 2.352 -1.724 -4.169
```